1.
Entry from the OMol25 dataset: a cluster of 10 separate species, C35H75N5O10 in total (ωB97M-V/def2-TZVPD).

XYZ file:
```
125
Properties=species:S:1:pos:R:3:forces:R:3
C -25.1277 -7.5584 20.2097 1.985 -4.916 1.820
O -25.0929 -6.5086 19.7297 -0.605 5.116 -2.088
N -24.1107 -8.4778 20.0508 0.062 -0.674 1.149
C -22.8913 -8.3170 19.2279 -1.373 0.348 1.123
C -24.2594 -9.8918 20.4504 -0.344 1.080 -1.163
H -25.8577 -7.9481 20.9359 -0.471 0.061 -0.117
H -22.7395 -7.2552 19.0336 -0.212 -0.193 -0.675
H -23.0570 -9.0012 18.3957 0.659 0.473 -0.522
H -22.0335 -8.6328 19.8217 -0.018 -0.276 -0.037
H -23.3011 -10.2081 20.8625 -0.306 -0.407 0.065
H -25.1226 -10.1241 21.0742 0.218 0.444 0.364
H -24.5025 -10.3354 19.4849 0.489 -1.132 0.254
C -19.6257 -7.0536 9.2941 1.724 -0.027 0.852
O -18.7307 -7.2621 10.1290 -1.300 0.001 -1.496
N -20.8309 -6.5483 9.5532 -0.868 0.084 -0.947
C -21.7768 -6.4406 8.4252 -0.472 0.298 -0.174
C -21.3191 -6.5708 10.8841 -1.196 -0.416 2.162
H -19.5805 -7.1980 8.2036 0.934 -0.278 0.037
H -22.3663 -5.5239 8.4413 0.214 0.174 0.416
H -22.5184 -7.2305 8.3065 0.035 -0.435 0.786
H -21.3011 -6.4481 7.4444 0.658 0.137 0.286
H -22.0686 -7.3532 11.0039 -0.564 0.071 -0.371
H -20.6366 -6.8774 11.6768 0.954 0.131 -0.788
H -21.7466 -5.6655 11.3151 -0.165 0.383 -0.760
C -15.8816 -11.7230 11.1907 -1.058 -0.651 -0.279
O -15.2848 -11.9289 10.1434 -0.938 0.688 0.265
N -17.2270 -11.2917 11.3328 4.560 -1.091 1.014
C -17.9367 -11.5233 12.6129 -0.038 -0.115 -1.877
C -17.9721 -11.2480 10.1404 -1.701 1.017 -0.294
H -15.3349 -12.0332 12.0946 -0.532 0.578 0.588
H -17.2378 -11.7230 13.4251 -0.128 0.311 -0.074
H -18.5454 -12.4056 12.4150 -0.228 -0.224 0.556
H -18.6190 -10.6843 12.7495 0.182 -0.007 0.601
H -18.8425 -10.6815 10.4713 -0.546 -0.039 -0.670
H -17.5237 -10.6713 9.3315 0.339 -0.181 0.240
H -18.2919 -12.2226 9.7717 0.059 -0.214 -0.033
C -14.7365 -6.1666 14.2632 0.090 0.826 -2.316
O -14.3702 -5.4059 13.3578 -0.629 -0.609 1.179
N -15.8482 -6.9550 14.1959 2.278 -0.416 1.589
C -15.9578 -8.0304 15.1844 -1.294 -0.491 -0.309
C -16.9274 -6.8125 13.2388 0.479 -0.496 0.320
H -14.1142 -6.2377 15.1687 -0.365 -0.422 0.128
H -16.9694 -7.9886 15.5882 -0.086 -0.027 0.345
H -15.2684 -8.1107 16.0249 0.270 1.012 -0.227
H -15.8883 -9.0225 14.7382 0.021 -0.033 -0.538
H -16.7058 -5.9857 12.5640 -0.408 0.210 0.443
H -17.0629 -7.6895 12.6059 0.206 -0.215 0.026
H -17.7865 -6.7695 13.9083 -0.604 0.661 -0.684
C -27.4144 -10.5099 16.0337 1.858 0.799 -0.048
O -27.1041 -11.6580 16.2731 -0.981 0.019 -0.270
N -26.5630 -9.4567 16.3246 0.326 -0.267 -0.453
C -27.0535 -8.1155 16.3473 -1.697 0.707 -0.212
C -25.3293 -9.7399 16.9685 1.458 -1.403 1.029
H -28.2786 -10.1212 15.4731 -0.331 -0.492 0.219
H -27.7405 -7.9193 15.5242 0.096 -0.277 -0.509
H -26.3415 -7.2925 16.2860 0.428 -0.541 0.294
H -27.7313 -7.9935 17.1922 0.357 0.428 0.581
H -24.3653 -9.4029 16.5876 -0.448 0.938 -1.011
H -25.2528 -9.4642 18.0203 -0.727 0.295 0.113
H -25.1433 -10.8136 16.9438 -0.484 -0.145 0.078
C -21.5891 -7.9406 15.3281 -0.741 -0.770 -0.062
C -22.5697 -8.4315 14.1796 1.960 0.123 -0.257
C -21.6666 -9.2979 13.2214 0.552 1.462 1.567
O -20.5837 -9.7122 14.1179 0.002 -0.175 -0.167
C -20.2723 -8.6481 15.0653 -0.912 -0.545 -0.882
H -22.0034 -8.3236 16.2607 -0.060 0.256 0.186
H -21.4058 -6.8727 15.4472 -0.434 0.076 -0.246
H -23.0195 -7.5873 13.6569 -0.434 -0.277 0.158
H -23.2441 -9.1583 14.6323 -0.493 0.509 -0.240
H -21.1823 -8.8012 12.3806 -0.209 0.508 0.135
H -22.2828 -10.0679 12.7571 0.485 -0.752 0.626
H -19.5789 -7.8882 14.7051 0.385 -0.333 -0.596
H -19.8349 -9.1098 15.9505 -0.024 -0.168 -0.080
C -23.4601 -11.3904 10.1586 0.172 0.234 1.566
C -24.2882 -10.5770 9.1927 1.071 2.299 2.171
C -24.7938 -11.5577 8.3142 -0.996 -1.784 -3.435
O -23.8087 -12.5321 8.1299 1.322 -0.510 0.040
C -23.0727 -12.5965 9.3670 -0.960 -1.247 -0.521
H -24.0702 -11.6816 11.0136 -0.030 -0.072 0.072
H -22.5574 -10.9526 10.5846 -0.174 0.625 -0.154
H -23.5898 -9.8987 8.7025 -0.458 0.367 -0.227
H -25.1722 -10.0967 9.6123 0.507 0.725 0.439
H -24.9092 -11.1167 7.3241 -0.745 -0.118 -0.186
H -25.7111 -12.0424 8.6484 -0.314 0.133 0.128
H -22.0071 -12.6982 9.1613 -0.108 -0.120 -0.022
H -23.5051 -13.4497 9.8897 0.722 -0.546 0.103
C -19.5357 -7.1787 19.1535 -0.795 -1.312 -0.706
C -18.5364 -6.1705 19.6220 -0.701 3.003 -0.548
C -17.1342 -6.6926 19.4681 -0.628 -1.366 0.896
O -17.3329 -7.9873 18.9745 -1.199 -2.563 -0.837
C -18.7125 -8.4620 19.1908 0.458 0.412 0.146
H -19.9997 -7.1317 18.1683 0.587 0.958 -0.381
H -20.4150 -7.0898 19.7914 0.177 -0.679 0.346
H -18.8104 -5.8346 20.6221 0.387 -0.237 0.205
H -18.6870 -5.2768 19.0166 0.174 0.272 -0.034
H -16.6953 -6.9109 20.4416 0.566 1.066 0.226
H -16.4809 -6.1753 18.7655 -0.030 0.206 0.287
H -18.9758 -8.9562 20.1260 1.134 -0.123 0.689
H -18.8909 -9.2409 18.4495 -0.082 0.432 -0.389
C -23.0208 -3.5384 15.9198 -0.079 0.319 -0.067
C -21.9303 -2.4875 16.3790 -1.566 -1.933 -0.467
C -20.8725 -3.5166 16.8024 -0.216 0.310 -0.479
O -21.5182 -4.6884 17.2445 -1.460 -1.139 0.716
C -22.9833 -4.6211 16.9819 1.855 0.948 0.413
H -22.6903 -3.9897 14.9843 -0.092 -0.020 -0.163
H -24.0329 -3.1623 15.7708 0.085 0.300 0.006
H -22.4289 -1.9306 17.1723 0.653 0.293 0.189
H -21.6178 -1.8695 15.5372 0.016 0.134 0.277
H -20.1915 -3.1524 17.5716 0.128 -0.102 -0.032
H -20.3557 -3.8638 15.9078 0.653 0.641 -0.119
H -23.4155 -4.3578 17.9473 -0.418 0.205 -0.133
H -23.4054 -5.5780 16.6751 0.447 -0.109 -0.124
C -27.1496 -4.7879 12.7212 0.670 2.233 -0.408
C -26.9421 -6.2419 12.5236 -2.447 -1.114 0.105
C -25.5821 -6.5018 13.0495 -0.410 -0.164 -0.336
O -24.8342 -5.3826 12.6181 -0.091 0.750 0.139
C -25.7090 -4.2497 12.8610 0.652 -0.055 -0.906
H -27.7140 -4.4123 13.5747 -0.275 -0.677 0.145
H -27.6277 -4.3850 11.8283 0.020 0.329 0.035
H -27.1322 -6.5777 11.5042 0.547 0.272 -0.204
H -27.7700 -6.7059 13.0596 0.271 -0.736 0.375
H -25.2011 -7.4262 12.6154 0.498 0.018 0.461
H -25.7079 -6.4798 14.1320 0.694 -0.475 0.392
H -25.5133 -3.4808 12.1136 0.288 -0.136 -0.220
H -25.4312 -3.7873 13.8081 -0.379 -0.243 0.406
```
Positions in Å, forces in eV/Å.

Calculated values
- Highest occupied orbital energy (alpha / beta): 0.40 / -7.28 eV
- Net charge: -1
- <S²>: 0.751
- LUMO level (alpha / beta): 2.03 / 1.98 eV
- Orbital gap (alpha / beta): 0.05977 / 0.34014 Ha
- Strongest force on any atom: 5.605 eV/Å
- Spin multiplicity: 2
- Molar mass: 726.0 g mol⁻¹



2.
Entry from the OMol25 dataset: a cluster of 4 separate species, C35H76N5O9P in total (ωB97M-V/def2-TZVPD).

XYZ file:
```
126
Properties=species:S:1:pos:R:3:forces:R:3
C 4.9858 0.3356 -4.3999 -0.163 0.244 -0.036
C 3.5883 0.0503 -4.9592 0.377 0.258 0.175
C 2.4488 0.6405 -4.0990 -0.184 -0.449 -0.387
C 1.6429 -0.4463 -3.3608 0.237 0.538 0.234
C 2.1525 -0.6294 -1.9321 0.221 -0.256 -0.313
C 1.5007 -1.8348 -1.2724 -0.143 0.198 -0.066
C 2.2455 -2.4816 -0.1107 0.061 -0.517 -0.033
N 2.9355 -1.5864 0.8209 -0.808 0.119 0.315
C 4.4548 -1.2830 0.4311 0.293 1.225 -0.081
O 4.6753 -0.1057 0.2799 -0.212 0.426 0.031
O 5.0349 -2.3260 0.3669 0.823 -1.683 -0.173
C 2.4265 -1.1881 1.9270 -0.255 -0.232 -0.304
N 3.1304 -0.4989 2.9169 0.462 -0.253 0.115
C 4.2492 -1.1694 3.5931 0.141 0.121 -0.019
C 5.6987 -0.8351 3.2481 0.057 -0.064 -0.360
C 6.2237 0.5487 3.4972 0.167 0.090 0.010
N 6.5107 -1.7064 2.8186 0.042 -0.012 0.193
N 3.2868 0.9198 2.6783 -0.488 0.195 0.521
C 3.0457 1.6551 3.9322 -0.446 -0.174 0.016
C 2.6365 3.1097 3.6582 0.354 0.022 0.182
C 3.2710 3.7564 2.4171 -0.031 0.255 0.451
C 4.6746 4.2777 2.7140 -0.001 -0.082 -0.108
N 1.0679 -1.4670 2.1784 -0.442 0.795 0.580
C 0.7606 -1.9047 3.5467 -0.221 -0.856 -0.254
C -0.0761 -3.1880 3.5522 -0.386 0.506 0.275
C -1.5451 -3.0972 3.6142 0.616 -0.238 -0.191
O -0.8632 -3.4603 2.4106 0.065 -0.065 0.010
P 0.1007 -0.1999 1.4469 0.882 0.469 -1.026
C -1.4193 -0.9281 0.7401 -0.650 0.028 0.503
C -1.9724 -0.0266 -0.3872 0.189 -0.526 -0.173
C -0.4638 0.8903 2.8063 -0.777 -0.217 -0.014
C -1.4873 1.8762 2.2167 0.245 -0.027 -0.287
H 5.7573 0.1897 -5.1560 0.051 -0.204 0.055
H 5.2085 -0.2746 -3.5249 0.057 -0.016 0.008
H 5.0483 1.3818 -4.0929 0.048 0.003 0.032
H 3.4632 -1.0301 -5.0502 -0.068 -0.013 -0.126
H 3.5436 0.4644 -5.9682 -0.089 -0.037 -0.030
H 1.7798 1.1990 -4.7556 -0.043 0.070 0.072
H 2.8746 1.3442 -3.3804 -0.109 0.067 0.022
H 0.5774 -0.2019 -3.3442 -0.044 -0.040 -0.068
H 1.7708 -1.3820 -3.9099 -0.219 -0.081 0.026
H 3.2384 -0.7522 -1.9811 0.026 -0.034 0.128
H 1.9674 0.2803 -1.3570 0.050 -0.024 0.098
H 1.4067 -2.6183 -2.0309 -0.017 -0.079 0.064
H 0.4801 -1.5657 -0.9944 -0.010 -0.019 0.080
H 3.0397 -3.1112 -0.5076 0.103 0.075 0.014
H 1.5700 -3.1328 0.4446 -0.048 0.117 0.128
H 4.1171 -0.9890 4.6675 0.050 0.059 0.023
H 4.1111 -2.2416 3.4447 -0.047 -0.007 -0.050
H 5.5921 1.3055 3.0397 -0.031 -0.069 -0.027
H 6.3132 0.7528 4.5683 -0.118 -0.016 0.032
H 7.2178 0.6085 3.0613 0.028 -0.009 0.015
H 6.0624 -2.6067 2.6545 -0.036 0.019 -0.072
H 2.5206 1.1816 2.0596 0.198 -0.170 -0.331
H 2.2441 1.1482 4.4862 0.025 0.088 0.155
H 3.9319 1.6114 4.5666 0.138 -0.022 -0.169
H 2.9589 3.6981 4.5223 -0.131 0.022 0.053
H 1.5479 3.1973 3.6472 -0.025 -0.092 -0.251
H 2.6509 4.6167 2.1570 -0.048 -0.088 -0.248
H 3.2971 3.0673 1.5757 -0.064 0.058 -0.101
H 4.6211 5.1142 3.4129 0.044 -0.011 0.046
H 5.1614 4.6300 1.8054 0.042 0.009 -0.005
H 5.3097 3.5080 3.1546 0.009 -0.021 -0.019
H 0.2039 -1.1543 4.1019 0.295 0.173 0.100
H 1.6795 -2.1481 4.0739 0.093 0.334 0.067
H 0.3797 -4.0309 4.0533 0.119 -0.313 -0.258
H -1.9664 -2.0973 3.6102 -0.296 -0.110 0.041
H -2.0890 -3.9226 4.0547 -0.257 0.210 0.123
H -1.1941 -1.9272 0.3745 0.204 0.015 0.024
H -2.1906 -1.0624 1.5048 0.021 -0.086 0.015
H -2.2259 -0.6458 -1.2473 -0.092 -0.006 -0.069
H -2.8749 0.4941 -0.0772 0.091 0.189 0.006
H -1.2159 0.6786 -0.7351 -0.106 0.165 0.024
H -0.9576 0.3430 3.6135 0.139 0.106 0.160
H 0.3885 1.4448 3.1945 0.099 -0.207 0.089
H -1.5538 2.7754 2.8262 -0.146 -0.037 0.093
H -1.1872 2.1873 1.2130 0.029 0.113 0.034
H -2.4686 1.4147 2.1234 -0.070 0.072 0.152
C -2.4008 -4.0055 -6.1595 0.005 -0.027 -0.014
O -2.1262 -4.8149 -5.0314 -0.066 0.062 0.022
C -1.1294 -4.2819 -4.1774 0.011 -0.128 -0.043
C -1.7269 -3.6116 -2.9618 0.145 0.117 0.120
O -2.4809 -2.4601 -3.3081 -0.069 -0.061 0.000
C -3.8791 -2.6804 -3.3178 -0.019 0.002 0.017
H -3.3115 -4.3870 -6.6180 0.008 -0.023 -0.007
H -2.5523 -2.9601 -5.8787 0.002 0.011 -0.006
H -1.5871 -4.0651 -6.8901 0.009 0.038 0.009
H -0.4958 -3.5727 -4.7202 0.000 0.025 0.009
H -0.4998 -5.1133 -3.8459 0.015 0.017 0.007
H -0.9118 -3.2847 -2.3069 -0.031 -0.020 -0.004
H -2.3453 -4.3211 -2.4029 -0.014 -0.013 -0.025
H -4.2692 -2.7621 -2.2967 -0.002 -0.032 -0.007
H -4.1404 -3.5836 -3.8738 0.002 0.007 -0.006
H -4.3407 -1.8198 -3.8006 0.000 -0.021 0.028
C -5.0091 3.9469 5.1406 -0.015 0.015 0.007
O -6.1590 3.1313 5.2611 0.075 -0.051 0.016
C -6.4998 2.4449 4.0700 -0.110 0.069 0.074
C -6.0516 1.0015 4.1019 0.046 -0.070 -0.131
O -4.6371 0.8880 4.1310 0.061 0.013 0.018
C -4.1160 0.6171 5.4184 0.020 -0.002 -0.028
H -4.7171 4.2462 6.1456 -0.021 0.015 0.006
H -4.1803 3.4090 4.6728 0.005 0.003 0.001
H -5.2278 4.8465 4.5553 0.020 -0.012 -0.026
H -6.0703 2.9503 3.1987 0.013 -0.010 -0.009
H -7.5893 2.4725 3.9738 0.005 -0.003 -0.023
H -6.4026 0.5029 3.1934 -0.014 -0.004 0.011
H -6.4945 0.4889 4.9614 -0.004 0.017 0.019
H -4.3077 -0.4223 5.7076 -0.026 0.007 0.025
H -4.5407 1.2822 6.1736 0.006 0.000 0.007
H -3.0387 0.7758 5.3729 0.007 -0.010 -0.014
C -1.1423 2.5378 -4.6459 0.037 -0.051 0.083
O -1.4333 1.1658 -4.8286 -0.022 0.069 -0.124
C -2.6454 0.7581 -4.2166 0.121 -0.278 0.133
C -3.7727 0.6365 -5.2161 -0.086 0.114 0.030
O -4.1271 1.8885 -5.7773 0.039 0.029 -0.026
C -3.5923 2.1041 -7.0695 -0.011 0.006 0.011
H -0.3194 2.7943 -5.3109 0.021 -0.035 -0.001
H -2.0027 3.1694 -4.8802 -0.005 0.006 0.002
H -0.8285 2.7220 -3.6117 -0.017 0.086 -0.005
H -2.9256 1.4528 -3.4173 -0.023 0.048 -0.018
H -2.4698 -0.2254 -3.7655 0.002 0.115 -0.041
H -4.6574 0.2456 -4.7030 -0.001 0.012 -0.014
H -3.4961 -0.0732 -6.0029 0.016 -0.021 -0.016
H -4.1158 1.4958 -7.8153 0.026 -0.021 -0.008
H -2.5244 1.8753 -7.1070 0.003 0.001 -0.003
H -3.7393 3.1555 -7.3101 -0.028 0.001 -0.002
```
Positions in Å, forces in eV/Å.

Calculated values
- Highest occupied orbital energy: -8.25 eV
- Net charge: 0
- LUMO level: 0.31 eV
- Orbital gap: 0.31435 Ha
- Strongest force on any atom: 1.881 eV/Å
- Molar mass: 742.0 g mol⁻¹